Record 1
DFT (the ωB97M-V functional and the def2-TZVPD basis) results for one molecule with the formula C5H9NO2 at a distorted geometry.

```
17
Properties=species:S:1:pos:R:3
C 0.9107 1.3843 0.3281
N 0.2168 0.2576 0.8206
C -0.3822 0.0792 2.1503
C 0.7146 -1.2544 -1.3707
C -0.2963 -0.5675 -0.3602
C -1.1585 0.4091 -1.2625
O -1.9241 1.1199 -0.6410
O 1.1885 1.4477 -0.8145
H 1.0422 2.2369 1.1029
H -1.4380 0.2605 2.0903
H 0.0140 -0.9759 2.4504
H 0.1488 0.7552 2.8140
H 0.7176 -2.3982 -1.3636
H 0.4908 -0.9054 -2.3735
H 1.7899 -1.0525 -1.3705
H -1.0408 -1.3284 0.1201
H -0.9940 0.5319 -2.3202
```

As for the charge: 0. As for the SMILES: C[C@H](C=O)N(C)C=O. The value obtained for the HOMO energy is -9.32 eV. The calculation puts the LUMO energy at 0.033 Eh.

Atom charges from the natural (NBO) analysis, given in e for atoms 1 to 5: atom 1 (C): 0.555, atom 2 (N): -0.457, atom 3 (C): -0.407, atom 4 (C): -0.638, atom 5 (C): -0.143

=====

Record 2
DFT (the ωB97M-V functional and the def2-TZVPD basis) results for one molecule with the formula C5H9NO2 at a distorted geometry.

```
17
Properties=species:S:1:pos:R:3
C 0.2137 -0.8722 -0.4623
C -1.1893 -0.3645 -0.2122
C -0.1337 0.4411 0.3211
C 0.3173 1.7910 -0.1376
C 0.9085 2.0751 -1.2644
H 1.4810 -2.3747 0.4670
H -0.1003 -2.7747 0.2758
H 0.7160 -0.9222 -1.4168
H -1.5949 0.0773 -1.1289
H -1.9478 -0.7173 1.6019
H 0.0737 -0.5878 1.9096
H 0.2296 2.5106 0.6949
H 1.0532 3.0961 -1.6107
H 1.4406 1.3575 -1.8743
N 0.5522 -1.9928 0.4573
O -2.0187 -1.0805 0.6838
O -0.0011 0.3379 1.6960
```

As for the charge: 0. As for the SMILES: C=C[C@@]1(O)[C@H](O)[C@@H]1N. The value obtained for the HOMO energy is -8.82 eV. The calculation puts the LUMO energy at 0.031 Eh.

Atom charges from the natural (NBO) analysis, given in e for atoms 1 to 5: atom 1 (C): -0.127, atom 2 (C): 0.067, atom 3 (C): 0.171, atom 4 (C): -0.171, atom 5 (C): -0.400

=====

Record 3
DFT (the ωB97M-V functional and the def2-TZVPD basis) results for one molecule with the formula C5H9NO2 at a distorted geometry.

```
17
Properties=species:S:1:pos:R:3
C -1.6950 -0.7180 -1.5369
C -0.3078 -0.6553 -1.0215
C 0.1303 -1.0757 1.1433
C -0.0352 0.4338 1.0927
C -0.0405 0.7216 -0.4439
H -2.3831 -0.5065 -0.7606
H -1.8414 0.0686 -2.3219
H -1.8605 -1.6934 -2.0641
H 0.4275 -0.7943 -1.8473
H 0.4458 -1.6976 1.9689
H -1.0282 0.6119 1.4637
H 1.7029 1.1105 1.4618
H -0.8599 1.4173 -0.6716
H 1.2834 2.0643 -0.6416
N -0.0595 -1.6753 0.0499
O 0.8245 1.2532 1.8333
O 1.2029 1.1103 -0.8757
```

As for the charge: 0. As for the SMILES: C[C@@H]1N=C[C@@H](O)[C@H]1O. The value obtained for the HOMO energy is -9.65 eV. The calculation puts the LUMO energy at 0.021 Eh.

Atom charges from the natural (NBO) analysis, given in e for atoms 1 to 5: atom 1 (C): -0.606, atom 2 (C): -0.114, atom 3 (C): 0.064, atom 4 (C): 0.003, atom 5 (C): 0.062

=====

Record 4
DFT (the ωB97M-V functional and the def2-TZVPD basis) results for C5H9NO2 as an isolated structure at a distorted geometry.

```
17
Properties=species:S:1:pos:R:3
C 1.8583 0.9191 -0.0561
C -0.8275 0.6122 -0.4703
C -1.0041 -0.5632 0.1846
N -2.2168 -1.2562 0.2349
C 0.3649 -1.1425 0.2532
C -1.1528 1.8538 -0.8004
O 0.9604 -0.0333 -0.6460
O 0.9526 -1.1920 1.5112
H 1.7337 -1.7638 1.4576
H -2.5789 -1.5894 -0.6535
H -2.2744 -1.9789 0.9408
H 0.5210 -2.0899 -0.2807
H 1.5786 1.1519 0.9717
H 1.8048 1.8171 -0.6696
H 2.8711 0.5187 -0.1148
H -2.1185 2.2464 -0.5136
H -0.4724 2.4898 -1.3492
```

As for the charge: 0. The value obtained for the HOMO energy is -6.36 eV. The calculation puts the LUMO energy at 0.020 Eh.

Atom charges from the natural (NBO) analysis, given in e for atoms 1 to 5: atom 1 (C): -0.262, atom 2 (C): 0.412, atom 3 (C): -0.210, atom 4 (N): -0.839, atom 5 (C): 0.377

=====

Record 5
DFT (the ωB97M-V functional and the def2-TZVPD basis) results for a 2-piece molecular cluster, C5H9NO2 overall at a distorted geometry.

```
17
Properties=species:S:1:pos:R:3
O 1.0943 -0.6575 -0.6288
C 0.5133 0.1056 -1.4444
O -0.6331 0.7398 -1.2868
C 1.2272 0.4626 -2.8068
H 1.2692 1.5683 -2.8534
H 2.1955 -0.0372 -2.7055
H 0.5392 0.0489 -3.6125
C -0.2819 0.4889 1.5579
C 0.3365 0.7427 2.7386
C -1.6754 -1.1888 0.3782
N -1.1371 -0.6987 1.4674
H -0.0771 1.0142 0.6069
H 0.0998 0.1811 3.6206
H 1.1580 1.4433 2.8650
H -2.0472 -2.2268 0.4402
H -1.4500 -0.6568 -0.6051
H -1.1311 -1.3295 2.2684
```

As for the expectation value of S²: 0.76. As for the charge: +1. The value obtained for the HOMO energy (spin up / spin down) is -14.58 / -14.54 eV. The calculation puts the LUMO energy (spin up / spin down) at -0.193 / -0.286 Eh. As for the spin multiplicity: 2.

Atom charges from the natural (NBO) analysis, given in e for atoms 1 to 5: atom 1 (O): -0.571, atom 2 (C): 0.713, atom 3 (O): -0.288, atom 4 (C): -0.639, atom 5 (H): 0.259

=====

Record 6
DFT (the ωB97M-V functional and the def2-TZVPD basis) results for a 2-piece molecular cluster, C5H9NO2S overall at a distorted geometry.

```
18
Properties=species:S:1:pos:R:3
C 1.3052 -1.3937 0.0041
C -1.8158 0.3988 -0.5502
C 2.6177 -1.5175 0.2872
C -2.6715 -0.6106 -0.7736
C -1.8827 1.3798 0.6492
N 3.2414 -0.3487 0.2163
O 1.5528 0.9875 -1.3437
O 1.2242 1.2153 1.0824
S 1.5690 0.4187 -0.0042
H 3.2796 -2.3185 0.5157
H 0.4549 -1.8545 -0.4201
H -2.4933 -1.4765 -1.4798
H -3.5959 -0.5567 -0.3851
H -0.9531 0.5133 -1.1625
H -2.8364 1.2947 1.1301
H -1.0522 1.2531 1.2068
H -1.8963 2.4934 0.2889
H 3.9526 0.1221 0.7383
```

As for the charge: 0. The value obtained for the HOMO energy is -9.35 eV. The calculation puts the LUMO energy at 0.023 Eh.

Atom charges from the natural (NBO) analysis, given in e for atoms 1 to 5: atom 1 (C): -0.573, atom 2 (C): -0.167, atom 3 (C): 0.054, atom 4 (C): -0.408, atom 5 (C): -0.638

=====

Record 7
DFT (the ωB97M-V functional and the def2-TZVPD basis) results for one molecule with the formula C5H9NO3 at a distorted geometry.

```
18
Properties=species:S:1:pos:R:3
O -0.6726 -0.9473 4.5887
C 0.6865 -0.6025 4.5131
C 1.0372 -0.1396 3.1189
C 0.1659 -0.1180 2.1052
C 0.4114 0.3479 0.7007
N 1.7719 0.1758 0.2307
C 2.4858 0.2379 2.9818
O 2.9503 1.2709 3.4039
H -0.8614 -1.2816 5.4689
H 0.9332 0.2099 5.2203
H 1.3278 -1.4626 4.7802
H -0.8228 -0.5417 2.2946
H -0.3416 -0.1312 0.0480
H 0.1748 1.4241 0.6800
H 1.9631 0.7357 -0.5921
H 2.0642 -0.8236 0.0786
O 3.3498 -0.7567 2.5563
H 2.8668 -1.5735 2.3761
```

As for the charge: 0. As for the SMILES: NC/C=C(/CO)C(=O)O. The value obtained for the HOMO energy is -9.32 eV. The calculation puts the LUMO energy at 0.020 Eh.

Atom charges from the natural (NBO) analysis, given in e for atoms 1 to 5: atom 1 (O): -0.716, atom 2 (C): -0.075, atom 3 (C): -0.164, atom 4 (C): -0.154, atom 5 (C): -0.260

=====

Record 8
DFT (the ωB97M-V functional and the def2-TZVPD basis) results for C5H9NO3P as an isolated structure at a distorted geometry.

```
19
Properties=species:S:1:pos:R:3
C -1.6884 0.9861 -0.8474
C -0.7246 2.0984 -0.6064
C -0.4282 0.2043 1.4964
C -0.5548 0.6830 0.1104
C 0.5755 -0.1227 0.3775
N -1.1937 -3.0705 -0.0364
O 2.8644 0.9819 1.2372
O 3.0643 -1.2056 -0.1260
O 2.1941 0.8564 -1.3020
P 2.3128 0.2434 0.0762
H -2.5675 1.1544 -0.3609
H -1.7300 0.3994 -1.7717
H 0.0055 2.2922 -1.3333
H -1.1012 2.8779 -0.0832
H -0.2654 0.8457 2.3679
H -1.0477 -0.6171 1.7390
H -0.7931 -3.9002 -0.6286
H -1.6143 -3.5191 0.7315
H 2.6922 -1.1879 -1.0404
```

As for the charge: -1. The value obtained for the HOMO energy (spin up / spin down) is -4.93 / -3.52 eV. The calculation puts the LUMO energy (spin up / spin down) at 0.125 / 0.066 Eh.

Atom charges from the natural (NBO) analysis, given in e for atoms 1 to 5: atom 1 (C): -0.401, atom 2 (C): -0.387, atom 3 (C): -0.456, atom 4 (C): -0.121, atom 5 (C): -0.280

=====

Record 9
DFT (the ωB97M-V functional and the def2-TZVPD basis) results for a 2-piece molecular cluster, C5H9NO3S overall at a distorted geometry.

```
19
Properties=species:S:1:pos:R:3
C 2.5965 -1.8174 0.9987
C 1.4907 -1.3096 0.4956
C -1.8227 1.3829 0.5423
C -1.2374 -0.7081 -1.6494
C -0.4985 1.0178 -0.0649
N 0.6881 1.7361 0.1951
O 0.7161 2.5445 1.0812
O 1.6887 1.3562 -0.4281
O -0.4160 0.4694 -1.2769
S 0.1127 -0.9365 1.4475
H 3.4672 -2.0543 0.3497
H 2.7528 -2.0643 2.0325
H 1.3634 -1.0207 -0.4945
H -2.1603 2.3915 0.1395
H -2.4007 0.5883 0.1113
H -2.0412 1.4306 1.5780
H -0.6112 -1.6284 -1.6400
H -1.7425 -0.4349 -2.5613
H -1.9456 -0.9429 -0.8562
```

As for the charge: 0. The value obtained for the HOMO energy (spin up / spin down) is -8.25 / -8.25 eV. The calculation puts the LUMO energy (spin up / spin down) at -0.059 / -0.059 Eh.

Atom charges from the natural (NBO) analysis, given in e for atoms 1 to 5: atom 1 (C): -0.383, atom 2 (C): -0.396, atom 3 (C): -0.694, atom 4 (C): -0.257, atom 5 (C): 0.547

=====

Record 10
DFT (the ωB97M-V functional and the def2-TZVPD basis) results for C5H9NO4 as an isolated structure.

```
19
Properties=species:S:1:pos:R:3
C -0.1640 -0.1435 -0.5881
C -0.6538 0.7285 -1.7083
C 0.6627 -1.3249 -0.9923
C 0.8051 1.2494 0.8544
C -0.6779 -0.2894 1.2678
N -0.3672 -1.2526 2.1248
O -1.3918 -0.5956 0.2080
O 0.6299 2.4494 0.2611
O 1.8721 0.8231 1.2000
O -0.4264 0.9631 1.6937
H -0.3139 2.6422 0.2047
H -0.5651 -2.2123 1.8921
H 0.2377 -1.0337 2.9009
H 1.0329 -1.8889 -0.1335
H 0.1873 1.2382 -2.1799
H -1.1736 0.1304 -2.4686
H -1.3567 1.4837 -1.3545
H 1.5429 -0.9586 -1.5245
H 0.1199 -2.0084 -1.6578
```

As for the charge: 0. The value obtained for the HOMO energy is -7.93 eV. The calculation puts the LUMO energy at 0.023 Eh.

Atom charges from the natural (NBO) analysis, given in e for atoms 1 to 5: atom 1 (C): 0.034, atom 2 (C): -0.647, atom 3 (C): -0.663, atom 4 (C): 0.943, atom 5 (C): 0.896

=====

Calculated energy in order - -10914.35547; -10913.39623; -10915.01549; -10910.80272; -10905.14687; -21746.87647; -12962.63211; -22249.85613; -23792.45280; -15008.59236 eV
Calculated relative energy (zero: lowest compared OMol25 entry of this formula, charge and spin) in order - 2.220; 3.179; 1.560; 5.773; 3.381; 4.785; 2.074; 5.826; 6.834; 3.652 eV